1.
{"formula": "C22H18InN5O2S3", "method": "ωB97M-V/def2-TZVPD", "multiplicity": 1, "homo_energy_ha": [-0.4511, -0.4512], "lumo_ha": [-0.287, -0.345], "energy_ha": -2657.502646, "gap_ev": [4.4653, 2.9045], "total_charge": 2, "de_lowest_kcal_mol": 0.0, "symbols": ["In", "O", "C", "C", "C", "C", "C", "C", "C", "O", "N", "N", "C", "S", "C", "C", "S", "H", "H", "H", "H", "H", "H", "H", "H", "H", "N", "C", "C", "C", "C", "C", "C", "S", "N", "C", "C", "C", "C", "C", "C", "N", "H", "H", "H", "H", "H", "H", "H", "H", "H"], "coordinates": [[16.57095, 5.92558, 5.13583], [20.23502, 6.85344, 9.16623], [21.04950, 6.47025, 8.12874], [22.44278, 6.48628, 8.34424], [23.30746, 6.13935, 7.27585], [22.76913, 5.91778, 5.97640], [21.38806, 5.95815, 5.78720], [20.52055, 6.22193, 6.86953], [19.08238, 6.15305, 6.64930], [18.72983, 6.15885, 5.38465], [18.25500, 6.07950, 7.66174], [16.93501, 6.19760, 7.28017], [15.89750, 6.11000, 8.13335], [16.13033, 5.97554, 9.83196], [14.40444, 5.77382, 10.24353], [13.52597, 6.29968, 9.14723], [14.25393, 5.80938, 7.52710], [19.31098, 6.73002, 8.88113], [22.79957, 6.68700, 9.36257], [24.33605, 5.99978, 7.43449], [23.39864, 5.72849, 5.14719], [20.95052, 5.83296, 4.81890], [14.37143, 6.39853, 11.16876], [14.21747, 4.70866, 10.49953], [13.46857, 7.38185, 9.04660], [12.49261, 5.95604, 9.19172], [12.69248, 8.25138, 4.78303], [11.55752, 7.36601, 4.84647], [10.38569, 7.65877, 5.55004], [9.27067, 6.84970, 5.48574], [9.33319, 5.62761, 4.74125], [10.50762, 5.32750, 4.04910], [11.64217, 6.15963, 4.12694], [13.02018, 5.50618, 3.41265], [14.21324, 6.61997, 3.87285], [13.94788, 7.80840, 4.38181], [15.11916, 8.75607, 4.53963], [14.91406, 10.12904, 4.47163], [15.90130, 10.92435, 5.02165], [17.13405, 10.40908, 5.43760], [17.33017, 9.05564, 5.26476], [16.35586, 8.25348, 4.80062], [12.65672, 9.13818, 5.34688], [10.32727, 8.61119, 6.09813], [8.36513, 7.13877, 5.94719], [8.45641, 4.95981, 4.62062], [10.61093, 4.45767, 3.35941], [14.04471, 10.48768, 3.95640], [15.66954, 12.00114, 5.20430], [17.99465, 11.02576, 5.71323], [18.23349, 8.54846, 5.60531]], "forces_ev_per_angstrom": [[1.398, 0.262, 0.034], [1.003, -0.384, -0.365], [0.160, 1.160, 1.263], [0.320, -0.722, -0.757], [-2.787, 0.251, -0.001], [-1.169, 0.347, 1.398], [0.896, 0.361, 0.795], [0.181, -0.661, -0.398], [0.721, -0.034, -1.601], [-1.326, -0.002, 0.279], [-1.410, 0.540, 0.771], [-2.787, -0.444, 0.701], [2.790, -0.721, -1.405], [0.677, 0.207, -0.601], [0.023, -0.066, 1.541], [-0.494, 0.536, -0.956], [0.569, 0.124, 0.534], [0.081, -0.117, 0.169], [-0.076, -0.095, -0.580], [1.207, 0.131, 0.255], [0.594, -0.234, -0.571], [-0.020, -0.220, -0.354], [-0.715, -0.609, -0.575], [-0.021, 0.731, -0.233], [0.221, 0.085, 0.652], [0.146, -0.324, 0.034], [0.225, -0.433, 0.813], [1.287, 0.607, -0.181], [0.268, 1.287, 0.091], [1.162, -1.516, -1.116], [0.300, 0.188, -0.665], [-0.699, -0.477, -0.192], [-1.360, -0.350, 0.352], [1.674, 1.607, 0.622], [-0.900, 0.186, -0.379], [-0.418, -0.485, -0.388], [0.613, 0.048, -0.140], [0.275, -1.140, 0.381], [0.412, 1.910, 0.538], [-0.245, 0.321, -0.806], [-0.295, -0.752, -0.051], [-1.328, -0.440, 0.950], [0.026, -1.250, -0.911], [0.034, -0.470, -0.262], [-0.720, 0.233, 0.549], [0.670, 0.630, 0.260], [-0.442, 0.493, 0.874], [-0.461, 0.510, 0.350], [0.440, -0.891, -0.579], [-0.661, -0.074, 0.354], [-0.038, 0.157, -0.490]], "nbo_charge": [1.34, -0.67, 0.37, -0.26, -0.13, -0.23, -0.14, -0.26, 0.61, -0.81, -0.46, -0.49, -0.09, 0.45, -0.58, -0.50, 0.24, 0.49, 0.24, 0.23, 0.23, 0.23, 0.27, 0.26, 0.23, 0.26, -0.50, 0.18, -0.23, -0.10, -0.15, -0.18, -0.28, 0.92, -0.66, 0.46, 0.15, -0.23, -0.11, -0.21, 0.09, -0.52, 0.46, 0.25, 0.26, 0.27, 0.25, 0.25, 0.26, 0.27, 0.25]}

---

2.
{"formula": "C12H19Cl2IrNO2P", "method": "ωB97M-V/def2-TZVPD", "multiplicity": 6, "homo_energy_ha": [-0.6012, -0.7497], "lumo_ha": [-0.363, -0.548], "energy_ha": -2038.664322, "gap_ev": [6.4923, 5.4789], "s2": 8.779, "total_charge": 3, "de_lowest_kcal_mol": 3.7, "symbols": ["C", "C", "H", "H", "H", "O", "Cl", "Ir", "P", "C", "C", "H", "H", "H", "C", "H", "H", "H", "H", "H", "H", "C", "O", "Cl", "N", "C", "C", "C", "C", "C", "C", "H", "H", "H", "H", "H", "H", "H"], "coordinates": [[-0.13280, -3.68197, -3.64372], [-0.56718, -2.73546, -2.58734], [-0.98174, -4.18739, -4.11148], [0.54893, -4.41783, -3.19824], [0.43604, -3.13157, -4.40413], [-1.65777, -2.31423, -2.29457], [0.90275, -2.17478, -1.64023], [0.06123, -0.32964, -0.41517], [0.17242, 1.39126, -1.76223], [-1.24793, 2.54295, -1.69970], [1.58311, 2.52394, -1.50703], [1.05580, 0.17913, -3.66523], [0.20934, 1.68384, -4.15853], [-0.73923, 0.25263, -3.68145], [0.18197, 0.81630, -3.48708], [2.51974, 1.95642, -1.50896], [1.61668, 3.28884, -2.29346], [-1.15628, 3.31119, -2.47890], [-1.27091, 3.03220, -0.71892], [1.47356, 3.01495, -0.53151], [-2.18698, 2.00144, -1.85332], [-1.76080, -0.12467, -0.14033], [-2.89732, 0.02157, 0.09757], [2.44452, -0.25990, -0.21714], [0.20773, -1.80500, 1.18597], [0.20815, -1.21539, 2.50984], [1.40014, -0.72046, 3.02167], [1.40382, -0.10213, 4.27414], [0.21932, -0.02407, 5.01237], [-0.98156, -0.49620, 4.46896], [-0.99838, -1.09144, 3.20185], [1.06300, -2.35031, 1.06224], [-0.58117, -2.45749, 1.10955], [2.30435, -0.79152, 2.41581], [2.34037, 0.27478, 4.68016], [0.22875, 0.43110, 6.00344], [-1.90788, -0.41919, 5.03721], [-1.92581, -1.46250, 2.75480]], "forces_ev_per_angstrom": [[0.304, -0.242, 0.055], [-4.310, -0.342, -0.978], [-0.005, 0.238, 0.196], [-0.089, 0.059, -0.155], [-0.047, -0.028, 0.082], [3.358, -0.575, -0.189], [0.711, -0.602, -0.524], [2.131, -0.930, -1.303], [0.559, 5.570, -2.387], [-0.072, -0.398, 0.233], [0.165, -0.236, -0.121], [-0.145, 0.160, -0.085], [0.021, 0.013, 0.263], [0.169, 0.102, -0.048], [0.075, -0.820, -0.181], [-0.103, 0.274, -0.129], [-0.060, -0.162, 0.154], [0.119, -0.209, 0.157], [-0.047, -0.021, -0.178], [-0.043, -0.075, -0.210], [0.055, 0.144, -0.016], [-9.023, -0.443, 2.715], [4.273, 0.098, -1.469], [1.499, 0.165, 0.662], [0.405, -1.504, 4.045], [-0.357, -0.850, -1.481], [1.444, 1.216, 1.501], [1.493, -0.867, -1.901], [-0.072, 0.540, 0.927], [-1.519, -1.142, -1.665], [-1.127, 0.693, 1.670], [0.063, 0.044, 0.019], [0.076, 0.200, -0.106], [-0.124, -0.020, 0.438], [-0.210, -0.017, -0.041], [-0.026, -0.130, -0.172], [0.210, 0.002, -0.114], [0.247, 0.094, 0.338]], "lowdin_spin": [0.01, 0.01, 0.00, 0.00, 0.00, 0.04, 0.23, 2.04, 0.20, 0.02, 0.05, 0.00, 0.02, 0.00, 0.09, 0.01, 0.01, 0.01, 0.00, 0.00, 0.00, 0.18, 0.13, 0.82, 0.20, 0.26, 0.07, 0.10, 0.33, 0.10, 0.07, 0.01, 0.01, 0.00, 0.00, 0.01, 0.00, 0.00]}

---

3.
{"formula": "C49H44KN10O4PSe", "method": "ωB97M-V/def2-TZVPD", "multiplicity": 1, "homo_energy_ha": -0.2838, "lumo_ha": -0.030, "energy_ha": -6085.009056, "gap_ev": 6.9200, "de_lowest_kcal_mol": 8.9, "symbols": ["K", "C", "N", "C", "C", "N", "C", "C", "C", "C", "C", "C", "N", "C", "N", "C", "C", "C", "C", "C", "C", "N", "H", "H", "H", "H", "H", "H", "H", "H", "H", "H", "H", "H", "H", "H", "H", "O", "N", "C", "C", "C", "C", "C", "C", "C", "P", "C", "C", "C", "C", "C", "C", "C", "C", "C", "C", "C", "C", "H", "H", "H", "H", "H", "H", "H", "H", "H", "H", "H", "H", "H", "H", "H", "H", "O", "C", "O", "C", "C", "C", "C", "C", "C", "H", "H", "H", "H", "H", "C", "C", "N", "O", "H", "H", "H", "H", "H", "Se", "N", "C", "C", "C", "C", "N", "C", "N", "H", "H", "H"], "coordinates": [[-0.06155, -1.06462, 0.38007], [4.14549, -3.41019, -0.60708], [3.77871, -2.47268, 0.41663], [4.82321, -2.02800, 1.31387], [4.18927, -1.09353, 2.29390], [3.12525, -1.39267, 2.97736], [2.82248, -0.24103, 3.69268], [1.77549, 0.01466, 4.57564], [1.71450, 1.26370, 5.15903], [2.67265, 2.25012, 4.87710], [3.71451, 2.01699, 4.00001], [3.76477, 0.75709, 3.41470], [4.63917, 0.17596, 2.51568], [3.04945, -3.41957, -1.62680], [2.15796, -2.47767, -1.73540], [1.29998, -2.89370, -2.74886], [0.13449, -2.30303, -3.23091], [-0.55175, -2.96474, -4.23160], [-0.09512, -4.18509, -4.74882], [1.05895, -4.78591, -4.27736], [1.73980, -4.11593, -3.26945], [2.87441, -4.42319, -2.53397], [4.32584, -4.43861, -0.25384], [5.07403, -3.07436, -1.08223], [2.96262, -2.77447, 0.94023], [5.59288, -1.50092, 0.74263], [5.31658, -2.84840, 1.85603], [1.03473, -0.74606, 4.78304], [0.90611, 1.49698, 5.83903], [2.58852, 3.21720, 5.35523], [4.45451, 2.77774, 3.78602], [5.37267, 0.63518, 2.00672], [-0.22884, -1.36487, -2.82710], [-1.46444, -2.53504, -4.62265], [-0.66118, -4.67067, -5.53282], [1.40533, -5.73106, -4.67548], [3.44001, -5.24982, -2.60998], [2.98524, 0.14408, -0.62614], [2.19448, 0.94443, -1.41829], [2.06119, 0.61054, -2.63669], [1.12958, 1.37454, -3.47496], [1.38642, 1.43107, -4.84500], [0.58322, 2.17382, -5.68942], [-0.49837, 2.86731, -5.16377], [-0.78142, 2.78787, -3.81009], [0.00705, 2.03482, -2.93845], [-0.43111, 1.79614, -1.16222], [0.30382, 3.28937, -0.39225], [-0.04402, 4.57809, -0.78993], [0.51940, 5.68343, -0.17179], [1.44061, 5.50926, 0.85364], [1.79420, 4.22972, 1.25535], [1.22923, 3.12438, 0.63317], [-2.22380, 2.17724, -1.10827], [-2.75238, 2.83070, 0.00519], [-4.12433, 2.93907, 0.18154], [-4.99418, 2.40287, -0.75664], [-4.48132, 1.73501, -1.86070], [-3.10990, 1.60819, -2.02440], [2.94869, -0.78640, -0.95174], [2.60528, -0.22632, -3.07340], [2.23946, 0.89220, -5.24133], [0.80046, 2.21697, -6.74874], [-1.13052, 3.46258, -5.81041], [-1.64762, 3.30944, -3.42361], [-0.77022, 4.72079, -1.58186], [0.23771, 6.68030, -0.48685], [1.87889, 6.37214, 1.33972], [2.50118, 4.08479, 2.06275], [1.50098, 2.12544, 0.95352], [-2.09012, 3.24686, 0.75351], [-4.50868, 3.44245, 1.05994], [-6.06488, 2.49957, -0.62639], [-5.15079, 1.30566, -2.59669], [-2.72618, 1.05869, -2.87716], [-2.90585, -0.20984, 2.98869], [-1.97413, 0.61233, 2.79436], [-1.02118, 0.45362, 1.99264], [-2.03396, 1.90633, 3.58438], [-3.01618, 2.09325, 4.55112], [-3.09094, 3.28893, 5.25130], [-2.19185, 4.31286, 4.97945], [-1.21198, 4.13255, 4.01202], [-1.13153, 2.92969, 3.32553], [-3.71517, 1.28835, 4.73495], [-3.85518, 3.42723, 6.00628], [-2.25682, 5.24923, 5.52010], [-0.50963, 4.92722, 3.78933], [-0.36974, 2.76590, 2.57790], [-4.45720, -1.79187, -1.64275], [-3.54194, -1.40472, -0.50506], [-4.12164, -0.93257, 0.59907], [-2.32250, -1.56360, -0.60506], [-5.38609, -1.22300, -1.64225], [-4.69651, -2.85232, -1.54435], [-3.93376, -1.64380, -2.58447], [-5.11025, -0.75795, 0.60306], [-3.57308, -0.65451, 1.43031], [-1.70364, -3.09836, 2.56085], [-2.50195, -4.27870, 1.52295], [-1.56536, -4.78769, 0.74138], [-1.78847, -5.76754, -0.26767], [-0.70733, -6.20572, -0.95209], [0.59021, -5.68169, -0.64601], [0.85537, -4.76807, 0.23870], [-0.22282, -4.30085, 0.94734], [-0.09103, -3.38078, 1.89142], [-2.79081, -6.13120, -0.44964], [-0.79340, -6.94997, -1.73200], [1.43759, -6.07963, -1.19418]], "forces_ev_per_angstrom": [[0.759, 0.080, -0.385], [0.012, -0.041, 0.017], [-0.027, 0.078, -0.009], [0.001, -0.032, 0.021], [0.014, 0.011, -0.007], [-0.029, 0.005, -0.034], [0.001, 0.004, 0.017], [0.005, -0.018, -0.011], [-0.027, 0.034, -0.019], [-0.025, 0.012, -0.006], [0.007, 0.008, 0.004], [-0.019, 0.013, 0.001], [0.030, -0.016, 0.021], [0.062, -0.003, -0.038], [-0.237, 0.038, -0.034], [0.012, -0.009, -0.042], [0.020, 0.016, 0.002], [0.007, 0.001, -0.003], [0.001, 0.000, 0.008], [0.001, 0.003, -0.015], [0.011, -0.004, 0.010], [-0.001, 0.046, -0.013], [-0.024, -0.004, 0.003], [0.001, 0.011, 0.001], [0.022, -0.055, 0.001], [-0.004, -0.008, -0.017], [0.001, 0.005, 0.022], [-0.005, 0.003, -0.002], [-0.019, 0.009, -0.005], [-0.010, 0.013, 0.002], [-0.003, 0.008, -0.006], [-0.012, 0.008, -0.016], [-0.013, -0.016, 0.008], [0.001, 0.000, -0.005], [0.000, -0.001, 0.000], [-0.001, -0.002, -0.002], [0.007, 0.003, -0.006], [0.066, -0.101, 0.013], [-0.013, 0.005, 0.013], [-0.039, -0.012, 0.012], [-0.016, 0.030, -0.030], [0.005, 0.001, -0.002], [0.001, 0.000, -0.010], [0.003, 0.002, -0.006], [0.005, 0.008, 0.008], [-0.024, 0.012, -0.008], [-0.024, -0.043, -0.019], [-0.021, -0.014, 0.020], [0.005, 0.000, -0.001], [0.003, 0.001, 0.002], [-0.003, -0.004, -0.003], [0.005, -0.002, 0.012], [-0.012, -0.023, 0.014], [0.018, 0.015, 0.052], [-0.002, 0.003, -0.051], [-0.015, -0.007, 0.007], [0.005, 0.005, 0.004], [0.001, 0.007, -0.008], [-0.004, -0.033, 0.004], [-0.066, 0.107, 0.060], [0.009, -0.030, 0.003], [0.001, 0.001, 0.001], [-0.001, 0.001, 0.000], [-0.001, 0.000, 0.000], [0.004, -0.004, -0.004], [0.002, 0.001, 0.000], [0.001, 0.000, 0.000], [-0.001, 0.000, 0.001], [0.002, -0.007, 0.005], [-0.004, 0.008, -0.002], [0.001, 0.006, 0.002], [0.001, 0.000, 0.001], [-0.001, -0.001, 0.001], [-0.001, 0.004, 0.001], [0.002, 0.002, 0.000], [-0.001, -0.009, -0.032], [-0.004, -0.029, -0.003], [-0.205, 0.326, 0.404], [-0.016, 0.000, -0.010], [-0.007, 0.008, -0.006], [-0.003, -0.001, -0.001], [-0.002, 0.001, 0.002], [0.032, -0.009, 0.010], [0.029, -0.012, 0.031], [0.000, 0.001, 0.001], [0.001, -0.001, 0.000], [0.000, 0.000, 0.000], [0.004, -0.004, 0.003], [0.029, 0.003, -0.028], [-0.009, -0.010, 0.008], [0.015, 0.070, 0.009], [0.021, 0.029, -0.005], [-0.092, -0.191, -0.113], [-0.003, -0.009, 0.006], [0.007, -0.005, -0.013], [0.000, 0.005, 0.000], [0.000, 0.002, 0.002], [-0.011, -0.072, 0.013], [-0.002, 0.017, -0.006], [-0.022, 0.014, 0.034], [0.032, -0.014, -0.007], [-0.026, 0.018, 0.024], [0.036, -0.002, -0.012], [-0.025, -0.024, 0.005], [-0.014, -0.002, 0.004], [-0.117, -0.069, 0.059], [-0.048, -0.159, 0.058], [0.002, -0.004, -0.006], [-0.007, -0.001, 0.001], [-0.005, -0.007, 0.012]], "mulliken_charge": [1.14, -1.28, 0.24, -0.90, 0.33, -0.70, 0.70, -0.48, -0.50, -0.45, -1.06, 0.49, -0.03, 0.01, 0.92, -0.12, 0.14, -1.19, -0.55, -1.29, 0.26, -0.01, 0.41, 0.41, -0.13, 0.38, 0.37, 0.42, 0.37, 0.40, 0.41, 0.24, 0.77, 0.46, 0.40, 0.47, 0.27, -0.15, -0.61, -0.91, 0.45, -0.73, -0.79, -0.80, -0.54, 0.42, 2.20, 0.00, -0.25, -0.77, -0.82, -0.07, -0.52, 0.47, -1.01, -0.56, -0.81, -0.74, -0.37, 0.29, 0.58, 0.47, 0.41, 0.44, 0.35, 0.32, 0.41, 0.43, 0.46, 0.41, 0.18, 0.48, 0.38, 0.52, 0.48, -1.07, -0.39, 0.78, 0.07, -0.50, -0.68, -0.55, -0.89, 0.67, 0.45, 0.38, 0.40, 0.48, 0.26, -1.55, 0.30, 0.18, -0.49, 0.44, 0.38, 0.21, 0.23, -0.04, 0.39, -0.84, 0.81, -0.55, -0.63, -0.37, -0.28, 0.55, -0.66, 0.49, 0.41, 0.58]}